Here is the molecule C10H11BrN2O at a distorted geometry from OMol25. Energies are from ωB97M-V/def2-TZVPD.

```
25
Properties=species:S:1:pos:R:3:forces:R:3:nbo_charge:R:1
Br -0.7120 0.6946 -5.2831 0.1 -0.6 0.7 0.0200
N -0.3561 -1.0699 1.5591 2.0 0.6 -2.5 -0.5744
O -1.0138 0.8853 2.4450 -1.7 -0.9 2.3 -0.4726
C -1.1042 -0.4513 2.3648 -0.6 -2.6 -2.4 0.6857
C 0.6211 1.1898 -2.8742 0.8 -0.9 2.6 -0.2575
C -0.9124 -0.6441 -2.6393 2.2 1.8 -0.5 -0.2422
C 1.0140 1.0976 -1.5022 0.7 -0.7 0.4 -0.1963
C -0.5484 -0.7100 -1.3226 -0.7 -1.4 2.0 -0.1893
C -0.2474 0.3086 -3.4312 -1.4 -0.1 -0.4 -0.0391
C 0.4397 0.0750 -0.6770 -1.7 0.4 -0.3 -0.0231
N -2.0588 -1.3497 2.7249 -3.1 2.6 3.3 -0.8089
C 1.8785 -0.5065 1.3545 1.2 -0.4 -1.8 -0.5924
C 0.0308 1.2417 1.5905 0.8 1.9 -1.8 -0.0812
C 0.4867 -0.0888 0.9130 1.8 0.8 -0.6 0.0494
H 1.0877 1.8875 -3.4833 0.8 1.3 -0.9 0.2228
H -1.5696 -1.3256 -3.0450 -1.5 -1.2 -0.8 0.2238
H 1.8798 1.7695 -1.1782 -1.5 -0.9 -0.2 0.2221
H -1.1379 -1.4711 -0.7019 1.2 1.2 -0.7 0.2362
H -1.9381 -2.3096 2.5430 0.6 -0.6 -0.5 0.4173
H -2.9027 -1.1077 3.2241 0.4 0.1 0.2 0.3851
H 2.6529 0.2198 1.0551 -0.1 -0.3 -0.1 0.1954
H 2.1235 -1.5490 0.9574 -0.3 1.5 0.4 0.2251
H 1.8824 -0.5621 2.4069 0.1 -0.1 1.4 0.2071
H 0.8497 1.7994 2.1208 -0.7 -0.7 -0.2 0.1904
H -0.4455 1.9767 0.8792 0.8 -0.8 0.4 0.1967
```
Positions in Å, forces in eV/Å.

Summary:
- Largest force on an atom: 5.2 eV Å⁻¹
- SMILES: C[C@]1(c2ccc(Br)cc2)COC(N)=N1
- E: -85616.9570 eV
- Kohn-Sham gap: 0.3441 Ha
- Highest occupied orbital energy: -0.317 Ha
- ΔE to the lowest compared entry with this formula, charge and spin: 157.9 kJ/mol